C3H10N2O2 | the ωB97M-V functional and the def2-TZVPD basis

Geometry as XYZ:
```
17
Properties=species:S:1:pos:R:3:forces:R:3
N -0.92261 2.89485 0.66509 -1.440 0.374 -1.457
C -0.34812 1.96240 -0.32566 1.172 1.447 2.358
C -0.71627 0.54860 -0.04797 -0.880 -1.987 -0.994
C -0.02710 -0.39748 -1.01074 2.406 0.476 0.177
N -0.01023 -1.76260 -0.75274 -1.509 -0.006 0.165
O 0.61356 0.04139 -1.95219 -1.065 0.091 -0.292
H -1.47739 3.61173 0.23474 -0.013 0.075 0.191
H -0.71207 3.11920 1.61498 0.811 -0.612 0.025
H -0.58224 2.33825 -1.31158 -0.335 -0.284 -0.156
H 0.74096 2.04325 -0.24662 0.078 -0.190 -0.284
H -1.76696 0.29203 -0.25617 -0.125 0.550 0.181
H -0.59140 0.19407 0.97830 0.310 0.328 0.038
H -0.09148 -2.30035 -1.59831 0.713 -0.220 0.039
H 0.54173 -2.14874 0.00244 -0.199 0.038 -0.250
O 1.76993 -3.24482 1.01278 0.016 -0.064 0.319
H 1.34877 -3.11253 1.86635 -0.070 0.100 0.149
H 2.23094 -4.07925 1.12731 0.132 -0.115 -0.213
```
Positions in Å, forces in eV/Å.

The calculation puts the HOMO energy at -8.6 eV. The value obtained for the HOMO-LUMO gap is 9.04 eV.


C3H10N2O2S | the ωB97M-V functional and the def2-TZVPD basis

Geometry as XYZ:
```
18
Properties=species:S:1:pos:R:3:forces:R:3
N -2.15050 0.03192 -0.39168 0.348 -0.089 0.843
C -0.84060 0.47421 -0.02152 -0.975 -0.070 -0.117
C -0.02756 -0.53636 0.82710 0.504 0.198 -0.231
S -0.46145 -0.35000 2.53670 -0.292 -0.167 -0.128
C -0.02843 0.75943 -1.32485 1.185 0.193 -0.911
N -0.65476 1.58430 -2.21365 -0.424 -0.998 0.421
O 1.08871 0.32806 -1.48286 -0.402 0.251 0.279
H -2.26175 -0.97042 -0.46131 -0.007 -0.046 -0.239
H -2.91008 0.43239 0.13542 -0.218 0.210 -0.111
H -0.92606 1.44276 0.47141 0.041 0.098 0.093
H 1.03121 -0.33225 0.68388 0.077 -0.140 0.179
H -0.23067 -1.54388 0.46806 -0.127 -0.119 0.011
H 0.75125 -0.58622 3.06978 0.112 0.175 -0.018
H -1.63420 1.33546 -2.27975 -0.229 0.546 -0.034
H -0.19299 1.60109 -3.11216 0.139 0.174 -0.059
H 3.14360 -0.49225 -0.95303 -0.250 -0.255 -0.130
H 2.11930 -1.64332 -0.81217 -0.061 0.192 -0.371
O 3.04463 -1.42266 -0.71974 0.577 -0.153 0.524
```
Positions in Å, forces in eV/Å.

As for the multiplicity: 2. The total charge is +1. The calculation puts the HOMO energy (spin up / spin down) at -14.1 / -13.9 eV. As for the expectation value of S²: 0.755. The value obtained for the HOMO-LUMO gap (spin up / spin down) is 10.53 / 4.63 eV.


C3H10N2O2Si | the ωB97M-V functional and the def2-TZVPD basis

Geometry as XYZ:
```
18
Properties=species:S:1:pos:R:3:forces:R:3
N -2.71235 0.14382 0.67222 -0.205 0.034 0.196
C -1.91252 -0.37162 -0.43792 0.373 -0.249 -0.104
C -0.48168 0.07744 -0.28831 -0.048 -0.851 0.005
N -0.28906 1.45708 -0.43286 0.277 0.322 -0.131
C 0.48096 -0.82904 -0.08937 -0.627 0.002 -0.161
O 0.18869 -2.17317 -0.01131 0.397 0.044 0.039
O 1.81340 -0.62098 0.02197 -0.795 -0.706 -0.055
Si 2.93357 0.53744 0.12045 0.394 0.298 0.105
H -3.68657 -0.10397 0.52916 0.081 0.089 0.103
H -2.41248 -0.29786 1.53752 -0.073 0.055 -0.103
H -2.31997 0.05533 -1.35971 0.059 -0.038 0.004
H -1.93101 -1.46543 -0.51923 -0.043 0.235 -0.064
H -1.07486 1.96106 -0.04170 0.127 0.062 0.139
H 0.58960 1.80013 -0.06522 -0.277 0.135 0.032
H 1.02959 -2.64497 -0.10581 -0.260 0.134 0.019
H 4.11781 -0.29525 0.23661 0.565 0.124 0.042
H 2.93912 1.38599 -1.06938 0.056 0.178 -0.229
H 2.72776 1.38400 1.30291 -0.001 0.132 0.163
```
Positions in Å, forces in eV/Å.

The calculation puts the HOMO energy at -7.4 eV. The value obtained for the HOMO-LUMO gap is 8.10 eV.


C3H10N2O3 | the ωB97M-V functional and the def2-TZVPD basis

Geometry as XYZ:
```
18
Properties=species:S:1:pos:R:3:forces:R:3
C -1.24718 -1.35124 0.53545 0.449 0.487 0.104
C -0.77919 0.02453 0.07106 0.803 0.309 -0.033
O -1.32424 0.96723 0.95189 -0.269 -0.113 0.250
O -1.22899 0.28048 -1.24401 -0.045 0.096 -0.133
C 0.84300 0.20568 0.01412 -1.395 -0.134 -0.076
N 1.31138 -0.43540 -1.16732 0.239 -0.103 -0.679
N 1.13634 1.61027 0.08969 -0.358 0.164 -0.084
O 1.43478 -0.41894 1.12505 -0.083 -0.388 0.381
H -0.95847 -1.49661 1.57221 -0.012 -0.078 0.105
H -2.33417 -1.40245 0.47279 0.029 -0.018 -0.072
H -0.79016 -2.11596 -0.08659 -0.063 -0.110 -0.077
H -1.17921 1.85525 0.59813 0.265 -0.172 -0.163
H -2.19516 0.28542 -1.23539 0.133 -0.048 0.059
H 2.20937 -0.06389 -1.45794 0.036 -0.170 0.113
H 0.66525 -0.33448 -1.93915 -0.061 0.111 0.081
H 1.10061 1.90924 1.05815 0.256 0.046 -0.133
H 2.01961 1.85248 -0.34547 -0.109 -0.120 0.264
H 1.31642 -1.37160 0.98733 0.184 0.239 0.090
```
Positions in Å, forces in eV/Å.

The calculation puts the HOMO energy at -9.8 eV. The value obtained for the HOMO-LUMO gap is 10.59 eV.


C3H10N2O3 | the ωB97M-V functional and the def2-TZVPD basis

Geometry as XYZ:
```
18
Properties=species:S:1:pos:R:3:forces:R:3
C 2.57194 -0.00974 0.84718 -4.452 1.143 -2.519
C 1.31958 -0.07559 1.40411 0.617 0.123 -1.172
N 0.37934 0.27218 0.48905 1.650 -0.767 1.021
C 1.04501 0.53384 -0.73751 0.763 0.022 4.252
N 2.41075 0.42014 -0.47717 -2.157 0.461 -0.941
H 3.37238 0.05139 1.46995 2.916 -0.297 0.671
H 1.07616 -0.41518 2.36351 -0.535 -0.166 1.209
H -0.59244 0.13167 0.81843 1.058 0.714 -1.217
H 0.30421 1.04084 -1.40794 1.970 -0.555 -0.245
O -1.99553 0.96940 2.24939 -0.871 -1.445 0.360
H -2.58149 1.34088 1.61146 -0.116 1.755 -1.206
H -2.61314 0.22191 2.37175 0.932 -0.347 0.935
O -1.66265 -0.25593 -0.54577 -0.845 -0.234 -0.734
H -1.37447 -0.79971 -1.29139 -0.052 -0.293 0.254
H -2.59165 -0.09699 -0.64905 -0.795 -0.077 -0.386
O 0.11304 -1.34030 -2.79501 2.243 -8.899 -0.109
H -0.23688 -0.56672 -2.78246 -2.286 8.034 -0.326
H 1.05583 -1.42209 -2.93854 -0.040 0.829 0.153
```
Positions in Å, forces in eV/Å.

The calculation puts the HOMO energy at -8.2 eV. The value obtained for the HOMO-LUMO gap is 8.18 eV.


C3H10N2S | the ωB97M-V functional and the def2-TZVPD basis

Geometry as XYZ:
```
16
Properties=species:S:1:pos:R:3:forces:R:3
C -2.40333 1.34835 0.03485 0.035 0.620 -0.837
C -1.43626 0.47264 -0.75214 -0.693 -0.924 0.229
S -1.40424 -1.23555 -0.01076 -0.007 0.771 -0.295
H -3.40802 0.92318 -0.01308 0.148 -0.192 0.544
H -2.03372 1.55254 1.04235 -0.317 -0.323 0.011
H -2.52217 2.32263 -0.46026 0.264 0.066 0.000
H -1.76147 0.36158 -1.78896 0.132 0.063 0.059
H -0.41567 0.81545 -0.71527 0.278 0.404 -0.143
N 2.01490 -0.91877 0.22070 0.632 0.471 -0.084
C 2.59681 0.28141 0.49997 -0.627 -0.387 0.432
N 2.53619 1.29865 -0.26356 -0.050 0.225 -0.008
H 1.29198 -0.86077 -0.47767 -0.183 -0.389 0.020
H 1.81659 -1.47583 1.04812 -0.230 -0.132 -0.239
H 3.05387 0.27563 1.48785 0.212 0.158 0.052
H 2.92843 2.08687 0.24427 0.275 0.061 -0.209
H -0.86646 -0.67752 1.09647 0.133 -0.491 0.468
```
Positions in Å, forces in eV/Å.

As for the multiplicity: 2. The total charge is -1. The calculation puts the HOMO energy (spin up / spin down) at 0.9 / -5.5 eV. As for the expectation value of S²: 0.751. The value obtained for the HOMO-LUMO gap (spin up / spin down) is 2.42 / 9.07 eV.


C3H10N2S | the ωB97M-V functional and the def2-TZVPD basis

Geometry as XYZ:
```
16
Properties=species:S:1:pos:R:3:forces:R:3
N -1.69200 1.07866 -1.33785 0.825 0.696 -1.241
C -0.36106 0.51014 -1.24219 -0.854 -0.501 1.516
C -0.14509 -0.25124 0.08813 1.821 -0.172 -0.131
N -0.30296 0.65756 1.22062 -0.444 -0.411 -0.216
C 1.29404 -0.87620 0.03424 -0.322 -0.129 0.421
S 1.76360 -1.91497 1.49007 -0.272 0.223 -0.314
H -2.49757 0.57958 -1.02339 0.032 -0.311 0.380
H -1.65673 2.03815 -1.04441 -0.563 -0.083 0.256
H -0.09484 -0.15827 -2.05961 -0.094 0.122 -0.271
H 0.32007 1.35763 -1.19132 0.256 -0.050 -0.389
H -0.82267 -1.09599 0.21664 -0.360 0.167 -0.191
H 0.55257 1.16092 1.41572 0.085 -0.006 0.010
H -0.53687 0.10349 2.03021 -0.002 0.272 0.313
H 1.40985 -1.54105 -0.82009 -0.095 0.112 -0.132
H 2.04134 -0.08526 -0.03736 -0.063 0.091 -0.094
H 0.72832 -1.56316 2.26060 0.048 -0.020 0.080
```
Positions in Å, forces in eV/Å.

The calculation puts the HOMO energy at -8.9 eV. The value obtained for the HOMO-LUMO gap is 9.79 eV.


C3H10N2S | the ωB97M-V functional and the def2-TZVPD basis

Geometry as XYZ:
```
16
Properties=species:S:1:pos:R:3:forces:R:3
N -1.16088 -0.41073 1.56462 -0.400 0.566 0.293
C -0.31950 -0.49940 0.56464 -2.195 -3.369 -1.624
C 1.12901 0.36933 0.85022 2.849 1.608 -0.587
S 2.06142 0.35554 -0.58508 -0.500 -0.065 0.407
C -0.89068 -0.22992 -0.86557 -0.043 1.271 -0.118
N -2.34482 -0.42337 -1.02374 1.007 0.151 -0.254
H -1.95905 2.35353 0.46031 0.525 -0.112 0.168
H -1.28014 2.13496 0.71601 -0.599 0.256 -0.174
H -1.04211 -1.25135 2.12002 0.199 0.240 0.753
H 0.10440 -1.50784 0.49534 0.545 0.064 0.098
H 0.81457 1.36428 1.14692 -0.401 -0.100 0.045
H 1.64462 -0.16377 1.63826 -0.554 -0.272 0.271
H -0.28267 -0.90660 -1.48436 -0.179 0.027 0.015
H -0.65235 0.77600 -1.21345 0.084 0.033 0.196
H -2.58542 -1.25296 -1.53279 0.082 -0.350 -0.104
H -2.78068 -0.45658 -0.13034 -0.421 0.052 0.615
```
Positions in Å, forces in eV/Å.

The calculation puts the HOMO energy at -8.8 eV. The value obtained for the HOMO-LUMO gap is 6.07 eV.


C3H10N2S | the ωB97M-V functional and the def2-TZVPD basis

Geometry as XYZ:
```
16
Properties=species:S:1:pos:R:3:forces:R:3
H 2.50795 -1.75064 -0.20343 1.078 0.162 0.999
N 2.95643 -0.94830 -0.65799 -1.862 -0.722 -1.184
C 2.06037 -0.02661 -0.62627 1.167 1.342 -0.187
N 1.87155 0.86154 -1.65012 0.044 -0.576 1.124
H 1.54809 0.31170 0.28457 -0.679 -0.608 -0.105
H 1.47017 1.75415 -1.44228 -0.043 0.216 -0.299
H 2.29912 0.64902 -2.52640 0.279 0.202 -0.333
C -1.36737 0.10814 2.07624 -0.035 -0.230 0.452
S -2.68549 0.61172 0.89813 1.476 -0.756 -1.038
C -1.94395 -0.26452 -0.60753 -0.931 0.650 0.847
H -0.50862 -0.48562 1.74385 -0.376 0.191 -0.925
H -0.92553 0.99601 2.51312 -0.165 0.130 0.296
H -1.79062 -0.54624 2.83820 -0.218 0.380 0.221
H -1.90743 -1.29336 -0.25758 0.285 -0.066 -0.589
H -0.98965 0.15670 -0.90825 0.220 -0.102 0.403
H -2.59501 -0.13368 -1.47427 -0.240 -0.212 0.319
```
Positions in Å, forces in eV/Å.

The calculation puts the HOMO energy at -8.7 eV. The value obtained for the HOMO-LUMO gap is 9.49 eV.


C3H10N2S | the ωB97M-V functional and the def2-TZVPD basis

Geometry as XYZ:
```
16
Properties=species:S:1:pos:R:3:forces:R:3
C 0.55467 -2.06518 1.37362 0.182 0.312 -0.029
C 1.72372 -1.10228 1.16617 -0.232 0.010 0.359
S 1.25132 0.47734 0.40422 1.043 -0.447 0.640
H -0.19859 -1.61422 2.01790 -0.089 -0.023 -0.052
H 0.10872 -2.33464 0.41773 -0.065 -0.141 0.050
H 0.90288 -2.97107 1.86595 0.053 -0.041 -0.059
H 2.20056 -0.84949 2.11528 0.063 0.052 -0.049
H 2.50548 -1.55574 0.55107 0.037 0.203 -0.179
N -1.61440 1.98310 -1.01439 -0.383 -1.068 0.185
C -1.91420 0.71949 -1.35569 -0.063 0.523 0.450
N -1.16142 -0.29150 -1.07796 1.484 0.010 0.838
H -0.82449 2.10135 -0.39988 0.005 0.374 -0.011
H -2.39667 2.60862 -0.89423 0.189 0.239 -0.177
H -2.86764 0.56911 -1.85114 0.103 0.002 -0.228
H -1.39369 -1.17437 -1.48852 -0.284 -0.359 -0.085
H -0.16698 -0.20165 -0.37792 -2.043 0.354 -1.654
```
Positions in Å, forces in eV/Å.

As for the multiplicity: 2. The total charge is +1. The calculation puts the HOMO energy (spin up / spin down) at -14.2 / -13.9 eV. As for the expectation value of S²: 0.753. The value obtained for the HOMO-LUMO gap (spin up / spin down) is 11.21 / 7.16 eV.